[1]
Below is a single C4H5NO2 molecule, with properties calculated with wB97M-V/def2-TZVPD.

```
12
Properties=species:S:1:pos:R:3
O 1.081 2.168 0.879
C 0.582 1.152 0.451
N 1.235 0.126 -0.188
C 0.413 -1.045 -0.446
C -0.994 -0.563 -0.116
O -1.199 -0.344 1.274
C -0.890 0.777 0.453
H 2.056 0.338 -0.727
H 0.695 -1.865 0.227
H 0.502 -1.392 -1.479
H -1.853 -0.919 -0.679
H -1.630 1.567 0.352
```

Computed properties:
SMILES string   O=C1NC[C@H]2O[C@@H]12
LUMO energy   0.7953 eV
HOMO   -0.357 Ha
Energy relative to the best compared isomer or geometry (same formula, charge and spin)   128.61 kJ/mol
HOMO-LUMO gap   10.52 eV
Calculated total energy   -9812.98187 eV
Total charge   0

These are the Löwdin partial charges, in e, on atoms 1 to 2: atom 1 (O): 0.084, atom 2 (C): -0.421



[2]
Below is 2 unconnected molecules or ions with the total composition C34H31BrN3O6S at a distorted geometry, with properties calculated with wB97M-V/def2-TZVPD.

```
76
Properties=species:S:1:pos:R:3
C -4.972 3.626 1.343
C -4.404 2.295 1.759
C -4.710 1.789 3.024
C -4.120 0.620 3.495
C -3.168 -0.037 2.695
S -2.263 -1.417 3.370
O -2.487 -1.406 4.793
O -2.351 -2.602 2.564
N -0.590 -0.998 3.126
C -0.070 0.272 3.391
C -0.711 1.386 3.923
C 0.013 2.575 4.033
C 1.375 2.597 3.672
C 2.027 1.445 3.202
Br 3.900 1.489 2.890
C 1.297 0.264 3.034
C 1.572 -1.104 2.581
N 2.798 -1.504 2.004
O 3.291 -2.645 2.333
O 3.381 -0.783 1.175
C 0.413 -1.846 2.715
C -2.966 0.373 1.373
C -3.564 1.547 0.923
H -4.760 3.835 0.291
H -6.060 3.642 1.481
H -4.567 4.453 1.943
H -5.405 2.336 3.665
H -4.347 0.244 4.488
H -1.759 1.334 4.218
H -0.459 3.480 4.408
H 1.940 3.519 3.771
H 0.197 -2.861 2.408
H -2.322 -0.215 0.722
H -3.354 1.899 -0.089
C 3.072 -7.244 5.192
C 3.346 -5.806 5.587
C 2.739 -5.513 6.936
C 4.837 -5.497 5.618
O 2.821 -4.856 4.588
C 1.514 -4.938 4.229
C 1.371 -4.332 2.882
N 0.975 -5.240 2.041
C 1.030 -5.323 0.734
C 0.786 -6.624 0.116
C 0.744 -6.773 -1.284
C 0.551 -8.034 -1.844
C 0.416 -9.162 -1.020
C 0.474 -9.018 0.376
C 0.638 -7.753 0.943
C 1.420 -4.137 -0.060
C 0.437 -3.305 -0.610
C 0.831 -2.129 -1.249
C 2.191 -1.818 -1.335
C 3.163 -2.679 -0.822
C 2.785 -3.879 -0.232
O 0.641 -5.518 4.847
H 3.455 -7.467 4.188
H 3.555 -7.938 5.893
H 1.990 -7.426 5.200
H 2.958 -4.476 7.231
H 1.659 -5.674 6.890
H 3.159 -6.188 7.689
H 4.982 -4.451 5.929
H 5.366 -6.152 6.323
H 5.297 -5.627 4.630
H 2.123 -3.518 2.598
H 0.873 -5.891 -1.914
H 0.512 -8.139 -2.930
H 0.256 -10.144 -1.469
H 0.392 -9.892 1.022
H 0.676 -7.618 2.025
H -0.611 -3.591 -0.495
H 0.079 -1.447 -1.649
H 2.508 -0.891 -1.810
H 4.225 -2.443 -0.899
H 3.521 -4.619 0.105
```

Computed properties:
LUMO energy   1.6773 eV
HOMO   -0.088 Ha
Energy relative to the best compared isomer or geometry (same formula, charge and spin)   0.00 kJ/mol
HOMO-LUMO gap   4.07 eV
Calculated total energy   -133389.73817 eV
Total charge   -1

These are the Löwdin partial charges, in e, on atoms 1 to 2: atom 1 (C): -0.053, atom 2 (C): -0.264



[3]
Below is a molecular structure, C46H126N11O13V at a distorted geometry, with properties calculated with wB97M-V/def2-TZVPD.

```
197
Properties=species:S:1:pos:R:3
O 1.808 -3.074 -0.117
V 0.699 -3.058 -1.318
C -0.620 0.496 1.047
C 0.291 0.310 -0.240
O 0.148 -0.903 -0.952
H -0.367 1.407 1.590
H -0.523 -0.339 1.740
H -1.673 0.575 0.775
H 1.339 0.389 0.047
H 0.043 1.176 -0.854
C 0.191 3.936 -1.797
C -0.785 4.908 -2.370
C -0.614 5.087 -3.848
O -1.491 6.055 -4.376
C -1.066 7.378 -4.063
N -2.039 4.353 -2.039
H 1.164 4.413 -1.915
H 0.161 2.975 -2.311
H 0.064 3.887 -0.716
H -0.549 5.882 -1.940
H -0.768 4.143 -4.372
H 0.413 5.329 -4.121
H -1.737 8.066 -4.577
H -0.113 7.805 -4.376
H -1.209 7.700 -3.031
H -2.252 4.766 -1.142
H -2.753 4.725 -2.649
C -2.711 -3.720 -3.510
C -1.312 -4.239 -3.570
C -1.047 -4.955 -4.898
O 0.313 -5.414 -4.889
C 0.877 -5.534 -6.217
N -0.326 -3.145 -3.319
H -2.962 -2.755 -3.951
H -3.036 -3.707 -2.470
H -3.479 -4.289 -4.035
H -1.213 -5.009 -2.805
H -1.241 -4.300 -5.747
H -1.781 -5.751 -5.020
H 0.570 -6.463 -6.698
H 1.947 -5.637 -6.041
H 0.692 -4.690 -6.882
H -0.709 -2.223 -3.471
H 0.118 -3.271 -4.218
C -4.788 0.343 -3.142
C -4.226 1.597 -2.480
C -3.849 1.423 -1.014
O -5.027 0.912 -0.337
C -4.773 0.732 1.071
N -3.062 1.869 -3.311
H -5.719 -0.010 -2.699
H -4.067 -0.452 -2.950
H -4.957 0.485 -4.210
H -5.020 2.340 -2.558
H -3.563 2.386 -0.589
H -3.061 0.675 -0.927
H -4.754 1.708 1.557
H -3.776 0.347 1.285
H -5.559 0.178 1.584
H -2.568 2.666 -2.937
H -3.514 2.331 -4.087
C -1.687 -3.066 5.740
C -0.605 -2.150 5.226
C -1.272 -1.000 4.417
O -2.093 -0.268 5.303
C -2.723 0.765 4.593
N 0.076 -1.558 6.338
H -1.257 -3.835 6.382
H -2.071 -3.589 4.864
H -2.562 -2.564 6.153
H 0.096 -2.730 4.625
H -1.928 -1.417 3.653
H -0.529 -0.422 3.867
H -3.431 0.395 3.851
H -2.029 1.453 4.110
H -3.213 1.481 5.254
H -0.600 -0.997 6.835
H 0.709 -0.845 6.005
C 3.765 -6.100 -2.611
C 3.116 -4.804 -2.086
C 3.255 -3.540 -3.012
O 2.576 -2.427 -2.442
C 2.938 -1.163 -3.027
N 1.644 -5.078 -1.961
H 4.849 -6.141 -2.506
H 3.478 -6.431 -3.610
H 3.442 -6.922 -1.973
H 3.509 -4.639 -1.083
H 2.911 -3.661 -4.040
H 4.323 -3.332 -3.076
H 2.523 -0.284 -2.532
H 2.730 -1.059 -4.092
H 3.999 -0.977 -2.863
H 1.224 -5.431 -2.809
H 1.531 -5.924 -1.420
C 3.083 2.766 0.121
C 4.308 3.383 -0.469
C 4.362 4.966 -0.291
O 5.553 5.609 -0.791
C 5.997 6.786 -0.137
N 5.489 2.763 0.114
H 3.007 2.872 1.203
H 3.198 1.696 -0.054
H 2.117 3.103 -0.255
H 4.221 3.117 -1.523
H 4.236 5.330 0.728
H 3.511 5.467 -0.754
H 5.106 7.324 0.188
H 6.526 7.446 -0.825
H 6.587 6.587 0.758
H 6.272 3.145 -0.396
H 5.468 1.790 -0.157
C -4.381 5.292 0.956
C -2.953 5.476 1.491
C -2.271 4.196 2.045
O -2.938 3.713 3.216
C -2.494 4.293 4.458
N -2.176 6.123 0.469
H -4.621 4.271 0.660
H -4.678 5.751 0.013
H -4.977 5.477 1.850
H -2.976 6.221 2.286
H -1.206 4.281 2.257
H -2.352 3.373 1.334
H -2.474 5.380 4.382
H -1.546 3.809 4.690
H -3.190 3.977 5.235
H -2.702 6.954 0.242
H -1.268 6.428 0.789
C 2.540 1.407 4.078
C 1.933 2.690 4.589
C 0.895 2.483 5.739
O 1.245 1.477 6.703
C 0.574 1.541 7.937
N 2.999 3.575 5.109
H 1.719 0.841 3.638
H 2.932 0.805 4.898
H 3.356 1.618 3.386
H 1.436 3.250 3.797
H -0.041 2.160 5.284
H 0.719 3.488 6.121
H -0.372 1.003 7.873
H 0.447 2.527 8.384
H 1.241 0.997 8.605
H 3.835 3.484 4.550
H 3.218 3.154 6.001
C -2.958 -2.666 -0.061
C -1.755 -3.483 0.616
C -2.271 -4.412 1.730
O -1.171 -4.887 2.544
C -1.204 -6.246 3.008
N -1.068 -4.223 -0.450
H -3.565 -3.391 -0.604
H -2.621 -1.877 -0.733
H -3.613 -2.174 0.658
H -1.117 -2.738 1.092
H -2.830 -5.242 1.297
H -2.991 -3.957 2.410
H -1.593 -7.052 2.386
H -1.858 -6.325 3.876
H -0.203 -6.526 3.337
H -0.707 -5.007 0.075
H -1.799 -4.716 -0.943
C 3.714 -5.662 1.531
C 2.460 -5.484 2.419
C 2.663 -4.469 3.507
O 3.185 -3.212 3.031
C 2.214 -2.222 2.870
N 1.385 -5.292 1.471
H 4.071 -4.744 1.065
H 3.551 -6.374 0.722
H 4.564 -6.095 2.058
H 2.414 -6.449 2.924
H 3.334 -4.907 4.247
H 1.729 -4.400 4.066
H 2.586 -1.381 2.286
H 1.935 -1.766 3.820
H 1.337 -2.572 2.326
H 0.541 -5.201 2.018
H 1.207 -6.177 1.017
C -0.998 -0.415 -5.965
C -0.222 -0.321 -4.635
C 0.503 1.018 -4.439
O 1.450 1.160 -5.479
C 2.367 2.286 -5.365
N -1.165 -0.467 -3.460
H -1.900 0.195 -6.010
H -1.244 -1.444 -6.228
H -0.315 -0.040 -6.728
H 0.542 -1.093 -4.548
H 1.011 1.111 -3.479
H -0.219 1.830 -4.534
H 2.940 2.180 -6.286
H 2.948 2.146 -4.453
H 1.915 3.274 -5.294
H -0.745 -0.597 -2.551
H -1.818 0.295 -3.351
```

Computed properties:
LUMO energy (spin up / spin down)   -2.4759 / -2.1748 eV
2S+1   2
HOMO (spin up / spin down)   -0.385 / -0.385 Ha
Energy relative to the best compared isomer or geometry (same formula, charge and spin)   230.53 kJ/mol
Expectation value of S²   0.837
HOMO-LUMO gap (spin up / spin down)   8.00 / 8.30 eV
Calculated total energy   -118429.15603 eV
Total charge   +1

These are the Löwdin partial charges, in e, on atoms 1 to 2: atom 1 (O): -0.270, atom 2 (V): 0.986



[4]
Below is a molecular structure, C22H26BrN9O5Ti at a distorted geometry, with properties calculated with wB97M-V/def2-TZVPD.

```
64
Properties=species:S:1:pos:R:3
Ti -0.817 -0.873 0.431
O -4.903 2.284 -0.358
C -5.495 1.180 0.156
C -6.868 1.180 0.329
C -7.525 0.053 0.818
C -6.793 -1.074 1.169
C -5.422 -1.076 1.037
C -4.739 0.039 0.522
C -3.304 -0.018 0.335
O -2.585 -0.955 0.857
N -2.730 0.903 -0.451
N -1.491 0.512 -0.845
C -0.793 1.385 -1.575
C 0.116 0.878 -2.520
C 1.053 1.655 -3.252
C 1.856 1.038 -4.176
C 1.736 -0.339 -4.390
C 0.787 -1.024 -3.635
N 0.018 -0.464 -2.740
H -3.953 2.022 -0.520
H -7.422 2.069 0.060
H -8.604 0.059 0.907
H -7.308 -1.954 1.537
H -4.828 -1.942 1.290
H -1.058 2.445 -1.546
H 1.135 2.718 -3.067
H 2.578 1.614 -4.747
H 2.353 -0.847 -5.119
H 0.631 -2.090 -3.755
N -2.723 0.584 3.066
C -2.247 1.861 2.563
C -0.729 1.780 2.391
O -0.025 2.609 2.997
N -0.277 0.778 1.655
C 1.129 0.534 1.842
C 1.331 -0.987 2.004
O 2.442 -1.412 2.323
O 0.291 -1.687 1.801
H -3.725 0.598 3.221
H -2.246 0.337 3.925
H -2.457 2.705 3.248
H -2.728 2.066 1.607
H 1.480 1.046 2.755
H 1.725 0.918 1.001
Br -1.417 -2.961 -0.820
C 5.184 0.445 0.710
C 5.660 -0.831 0.023
C 5.570 -2.009 0.989
C 4.868 -1.113 -1.271
N 3.474 -1.319 -1.066
C 2.469 -0.407 -0.913
N 1.361 -1.062 -0.620
N 1.675 -2.348 -0.604
N 2.909 -2.545 -0.861
H 5.869 0.719 1.511
H 4.202 0.294 1.151
H 5.126 1.272 0.005
H 6.704 -0.700 -0.297
H 4.561 -2.095 1.390
H 6.257 -1.867 1.822
H 5.827 -2.936 0.481
H 5.264 -2.017 -1.745
H 4.991 -0.271 -1.961
H 2.582 0.643 -1.076
```

Computed properties:
LUMO energy (spin up / spin down)   4.4287 / 4.4278 eV
HOMO (spin up / spin down)   0.014 / 0.013 Ha
Energy relative to the best compared isomer or geometry (same formula, charge and spin)   423.22 kJ/mol
HOMO-LUMO gap (spin up / spin down)   4.06 / 4.08 eV
Calculated total energy   -140045.10836 eV
Total charge   -2

These are the Löwdin partial charges, in e, on atoms 1 to 2: atom 1 (Ti): 0.780, atom 2 (O): 0.022



Please write out number 1 again, unchanged.
Below is a single C4H5NO2 molecule, with properties calculated with wB97M-V/def2-TZVPD.

```
12
Properties=species:S:1:pos:R:3
O 1.081 2.168 0.879
C 0.582 1.152 0.451
N 1.235 0.126 -0.188
C 0.413 -1.045 -0.446
C -0.994 -0.563 -0.116
O -1.199 -0.344 1.274
C -0.890 0.777 0.453
H 2.056 0.338 -0.727
H 0.695 -1.865 0.227
H 0.502 -1.392 -1.479
H -1.853 -0.919 -0.679
H -1.630 1.567 0.352
```

Computed properties:
SMILES string   O=C1NC[C@H]2O[C@@H]12
LUMO energy   0.7953 eV
HOMO   -0.357 Ha
Energy relative to the best compared isomer or geometry (same formula, charge and spin)   128.61 kJ/mol
HOMO-LUMO gap   10.52 eV
Calculated total energy   -9812.98187 eV
Total charge   0

These are the Löwdin partial charges, in e, on atoms 1 to 2: atom 1 (O): 0.084, atom 2 (C): -0.421



> Which of these has the lowest total charge?

C22H26BrN9O5Ti



Please write out number 4 again, unchanged.
Below is a molecular structure, C22H26BrN9O5Ti at a distorted geometry, with properties calculated with wB97M-V/def2-TZVPD.

```
64
Properties=species:S:1:pos:R:3
Ti -0.817 -0.873 0.431
O -4.903 2.284 -0.358
C -5.495 1.180 0.156
C -6.868 1.180 0.329
C -7.525 0.053 0.818
C -6.793 -1.074 1.169
C -5.422 -1.076 1.037
C -4.739 0.039 0.522
C -3.304 -0.018 0.335
O -2.585 -0.955 0.857
N -2.730 0.903 -0.451
N -1.491 0.512 -0.845
C -0.793 1.385 -1.575
C 0.116 0.878 -2.520
C 1.053 1.655 -3.252
C 1.856 1.038 -4.176
C 1.736 -0.339 -4.390
C 0.787 -1.024 -3.635
N 0.018 -0.464 -2.740
H -3.953 2.022 -0.520
H -7.422 2.069 0.060
H -8.604 0.059 0.907
H -7.308 -1.954 1.537
H -4.828 -1.942 1.290
H -1.058 2.445 -1.546
H 1.135 2.718 -3.067
H 2.578 1.614 -4.747
H 2.353 -0.847 -5.119
H 0.631 -2.090 -3.755
N -2.723 0.584 3.066
C -2.247 1.861 2.563
C -0.729 1.780 2.391
O -0.025 2.609 2.997
N -0.277 0.778 1.655
C 1.129 0.534 1.842
C 1.331 -0.987 2.004
O 2.442 -1.412 2.323
O 0.291 -1.687 1.801
H -3.725 0.598 3.221
H -2.246 0.337 3.925
H -2.457 2.705 3.248
H -2.728 2.066 1.607
H 1.480 1.046 2.755
H 1.725 0.918 1.001
Br -1.417 -2.961 -0.820
C 5.184 0.445 0.710
C 5.660 -0.831 0.023
C 5.570 -2.009 0.989
C 4.868 -1.113 -1.271
N 3.474 -1.319 -1.066
C 2.469 -0.407 -0.913
N 1.361 -1.062 -0.620
N 1.675 -2.348 -0.604
N 2.909 -2.545 -0.861
H 5.869 0.719 1.511
H 4.202 0.294 1.151
H 5.126 1.272 0.005
H 6.704 -0.700 -0.297
H 4.561 -2.095 1.390
H 6.257 -1.867 1.822
H 5.827 -2.936 0.481
H 5.264 -2.017 -1.745
H 4.991 -0.271 -1.961
H 2.582 0.643 -1.076
```

Computed properties:
LUMO energy (spin up / spin down)   4.4287 / 4.4278 eV
HOMO (spin up / spin down)   0.014 / 0.013 Ha
Energy relative to the best compared isomer or geometry (same formula, charge and spin)   423.22 kJ/mol
HOMO-LUMO gap (spin up / spin down)   4.06 / 4.08 eV
Calculated total energy   -140045.10836 eV
Total charge   -2

These are the Löwdin partial charges, in e, on atoms 1 to 2: atom 1 (Ti): 0.780, atom 2 (O): 0.022



> What is the formula in the second record?

C34H31BrN3O6S